(1)
{"formula": "C54H53CoGeP2S2", "method": "ωB97M-V/def2-TZVPD", "elements": ["Co", "C", "C", "C", "C", "C", "C", "C", "C", "C", "C", "C", "C", "H", "H", "H", "H", "H", "H", "H", "H", "H", "H", "H", "H", "H", "H", "H", "H", "H", "H", "S", "P", "C", "P", "S", "C", "C", "C", "C", "C", "C", "C", "C", "C", "C", "C", "C", "C", "C", "C", "C", "C", "C", "C", "C", "C", "C", "C", "C", "H", "H", "H", "H", "H", "H", "H", "H", "H", "H", "H", "H", "H", "H", "H", "H", "H", "H", "H", "H", "C", "Ge", "C", "C", "C", "C", "C", "C", "C", "C", "C", "C", "C", "C", "C", "C", "C", "C", "H", "H", "H", "H", "H", "H", "H", "H", "H", "H", "H", "H", "H", "H", "H"], "xyz": [[0.1981, -1.7138, -0.5345], [-1.5166, 1.8638, 6.2949], [-1.7433, 2.9099, 5.2082], [-0.6790, 3.7394, 4.7531], [0.6647, 3.5395, 5.3238], [-0.9078, 4.6775, 3.7794], [0.1596, 5.7094, 3.6144], [-2.1945, 4.7997, 3.2130], [-2.3171, 5.8940, 2.1483], [-3.2763, 4.0246, 3.6884], [-4.6741, 4.3172, 3.2924], [-2.9964, 2.9516, 4.5822], [-4.0628, 1.9813, 4.9533], [-0.7727, 1.0643, 5.9870], [-2.4660, 1.3263, 6.4724], [-1.2101, 2.3550, 7.2004], [0.7914, 2.5018, 5.5465], [0.8087, 4.0664, 6.2429], [1.4611, 3.8229, 4.6261], [0.9913, 5.3234, 3.0543], [0.4951, 5.9287, 4.6363], [-0.1257, 6.6364, 3.1479], [-3.0117, 5.6646, 1.3302], [-1.3742, 5.9091, 1.5901], [-2.5867, 6.8406, 2.5704], [-5.0005, 3.4925, 2.6330], [-4.7222, 5.1723, 2.6916], [-5.3157, 4.4021, 4.1608], [-3.5853, 0.9910, 4.9840], [-4.9154, 1.9405, 4.3040], [-4.5124, 2.2068, 5.9479], [-1.9105, -2.3068, -0.4883], [-2.0198, -1.1716, -2.2531], [-0.5054, -0.4426, -2.1730], [1.0346, 0.2670, -2.4223], [1.9589, -0.5101, -0.7182], [1.1944, 2.0331, -2.5037], [0.0615, 2.8681, -2.4034], [0.1726, 4.2729, -2.4729], [1.4206, 4.8046, -2.6867], [2.5402, 4.0032, -2.9896], [2.4218, 2.6402, -2.8113], [1.8334, -0.3001, -3.8873], [2.8786, -1.2415, -3.7616], [3.2611, -1.9109, -4.8805], [2.8176, -1.4590, -6.1738], [1.8065, -0.5565, -6.3121], [1.3467, 0.0794, -5.1415], [-2.3751, -2.1693, -3.7614], [-2.8436, -1.6330, -4.9715], [-2.9891, -2.5226, -6.0784], [-2.7320, -3.8732, -5.9357], [-2.2326, -4.3583, -4.7226], [-2.0223, -3.5210, -3.6590], [-3.4748, -0.1141, -2.1524], [-3.3425, 1.1241, -1.4630], [-4.3024, 2.0991, -1.6241], [-5.4318, 1.8154, -2.3984], [-5.4995, 0.6660, -3.1698], [-4.5394, -0.3247, -3.0331], [-0.8680, 2.2938, -2.3062], [-0.6254, 4.9251, -2.3277], [1.5051, 5.8958, -2.6751], [3.4554, 4.5120, -3.3160], [3.3033, 2.0057, -2.8380], [3.4142, -1.4322, -2.8239], [3.9496, -2.7385, -4.7967], [3.3173, -1.8184, -7.0788], [1.4157, -0.2209, -7.2750], [0.6822, 0.9446, -5.2085], [-3.1841, -0.5875, -5.0610], [-3.3458, -2.1749, -7.0715], [-2.8954, -4.5592, -6.7903], [-2.0197, -5.4765, -4.6344], [-1.6105, -3.9166, -2.7566], [-2.4369, 1.2438, -0.7851], [-4.2781, 3.0577, -1.1245], [-6.2572, 2.4709, -2.2883], [-6.3445, 0.5456, -3.9368], [-4.6978, -1.3197, -3.4368], [-0.3980, -3.8667, 2.1346], [0.9632, -3.3377, 0.8444], [1.8686, -4.9936, 0.2367], [2.0130, -5.2003, -1.1305], [2.6444, -6.3299, -1.6152], [3.2767, -7.1956, -0.7473], [3.2139, -6.9344, 0.6365], [2.4440, -5.8757, 1.1619], [2.1268, -2.2546, 2.0290], [1.4955, -1.4645, 2.9151], [2.2021, -0.6940, 3.9230], [3.6131, -0.6528, 3.8647], [4.3177, -1.4136, 2.8560], [5.7256, -1.3726, 2.8615], [6.3547, -2.1138, 1.8661], [5.6146, -2.7432, 0.8765], [4.2473, -2.7818, 0.9123], [3.5515, -2.1615, 1.9692], [0.0739, -4.5507, 2.8144], [-1.2009, -4.3775, 1.6050], [-0.7946, -3.0473, 2.7112], [1.7048, -4.4633, -1.8563], [2.6958, -6.4014, -2.6734], [3.7714, -8.0612, -1.1482], [3.6839, -7.6129, 1.3242], [2.4849, -5.6121, 2.2371], [0.4121, -1.3427, 2.8301], [1.5960, -0.0357, 4.4926], [4.1999, -0.0027, 4.5137], [6.2823, -0.7328, 3.5687], [7.4455, -2.1939, 2.0302], [6.0585, -3.1277, -0.0203], [3.7013, -3.2992, 0.1139]], "atomic_forces_ev_per_a": [[-1.78, 1.96, -2.42], [-0.18, -0.89, -1.18], [0.35, -0.76, -0.91], [-1.57, -1.22, 0.60], [0.73, -0.06, -0.47], [-1.24, 0.35, 0.02], [0.25, 0.04, 0.37], [-0.19, 0.44, 0.15], [-0.06, -1.52, -0.73], [1.92, -0.25, 0.13], [0.09, -1.82, -0.48], [0.24, 1.90, -0.05], [-0.09, -0.43, 1.14], [-0.61, 1.00, 0.44], [0.73, 0.37, 0.26], [0.34, -0.03, 0.53], [0.26, -0.71, 0.20], [0.19, 0.54, 0.72], [-0.18, -0.03, 0.23], [0.64, -0.14, -0.26], [0.24, 0.23, -0.40], [-0.36, 0.21, -0.10], [-0.36, -0.10, 0.49], [-0.04, 0.51, 0.40], [0.07, 0.73, 0.10], [-0.40, 0.21, 0.39], [-0.20, 1.48, -0.63], [-0.27, -0.02, 0.03], [-0.61, 0.12, 0.05], [-0.15, 0.07, -0.70], [0.46, -0.26, -0.37], [-0.66, -0.39, -0.57], [1.18, 0.18, 0.56], [0.75, -0.09, 0.44], [-2.08, -1.46, 1.62], [1.27, 0.81, -0.35], [-0.69, 2.23, -0.26], [0.10, -0.85, -0.13], [1.25, -2.24, 0.21], [0.60, 0.57, -0.72], [-0.57, 0.76, 0.55], [0.50, -0.60, 0.18], [1.02, -0.21, -0.67], [-0.63, 0.10, 0.26], [0.28, 0.53, -2.21], [0.83, -1.68, 0.49], [-0.33, 1.52, 0.85], [0.06, -0.18, 0.16], [0.44, 0.10, 0.35], [-0.10, -0.93, -0.72], [-0.31, 1.01, 0.07], [0.24, -0.44, -0.18], [0.06, -2.15, -0.78], [-0.34, 0.47, -0.52], [0.34, 1.27, -0.31], [1.37, -0.79, 0.30], [-0.64, -0.43, 0.25], [0.91, -0.33, 0.01], [-1.68, -0.08, -1.11], [-0.27, -0.04, 1.08], [-0.01, 0.74, 0.17], [-1.44, 0.74, 0.23], [0.16, -0.37, -0.20], [-0.22, -0.54, 0.38], [0.03, 0.08, -0.38], [-0.78, -0.04, -0.18], [0.36, 0.15, -0.20], [-0.32, -0.33, 0.39], [0.34, -0.19, 0.22], [-0.20, -0.50, 0.02], [0.53, -0.66, 0.01], [0.23, 0.00, 0.94], [0.14, 0.51, 0.68], [-0.24, 1.72, -0.05], [0.11, -0.06, 0.54], [-1.24, 0.03, -1.04], [0.22, -0.10, 0.26], [-0.63, 0.71, -0.58], [1.16, 0.01, 1.52], [0.10, 0.42, -0.36], [-0.26, -0.33, -0.56], [0.83, -0.70, 1.14], [-0.34, 0.88, 0.33], [0.02, -0.21, 0.36], [0.23, 0.58, 0.38], [-0.48, 0.28, 0.85], [-0.83, -0.02, -0.08], [1.05, 0.08, -0.86], [0.74, -0.23, -0.45], [-0.22, 1.13, 1.53], [1.93, -0.49, -2.31], [-2.06, -0.23, -0.20], [-0.81, 1.66, 2.49], [0.10, -0.69, -1.38], [1.28, 1.10, 2.23], [-0.50, -0.21, -0.85], [0.10, -0.24, -0.17], [0.00, -1.09, -1.14], [0.16, -0.48, 0.43], [-0.14, -0.05, 0.14], [-0.19, 0.29, 0.03], [-0.43, 0.19, 0.04], [0.20, -0.53, -0.78], [0.30, -0.22, 0.15], [0.31, -0.17, 0.15], [-0.27, -0.46, -0.72], [0.23, -0.13, 0.46], [-0.08, 0.44, 0.90], [-0.24, -0.21, 0.04], [-0.41, -0.67, -0.32], [-0.56, -0.02, -1.00], [0.60, -0.45, -0.04], [0.28, 0.31, 0.39]], "mulliken_spin": [2.151, 0.000, 0.000, 0.000, 0.000, 0.000, 0.000, 0.000, 0.000, 0.000, 0.000, 0.000, 0.000, 0.000, 0.000, 0.000, 0.000, 0.000, 0.000, 0.000, 0.000, 0.000, 0.000, 0.000, 0.000, 0.000, 0.000, 0.000, 0.000, 0.000, 0.000, -0.013, 0.002, -0.007, -0.033, 0.012, 0.007, 0.004, 0.001, 0.000, 0.000, 0.001, 0.008, 0.004, 0.003, -0.001, 0.001, -0.001, 0.010, 0.000, 0.001, 0.000, 0.000, -0.001, 0.008, 0.003, 0.002, -0.001, 0.001, 0.000, -0.006, 0.000, 0.000, 0.000, 0.001, -0.002, 0.000, 0.000, 0.000, 0.000, 0.000, 0.000, 0.000, 0.000, 0.004, 0.001, 0.000, 0.000, 0.000, -0.001, -0.004, -0.100, -0.013, -0.022, -0.003, 0.000, -0.002, 0.000, 0.012, -0.028, -0.001, 0.000, 0.001, 0.000, 0.000, 0.000, -0.001, 0.007, -0.002, 0.002, 0.000, 0.000, 0.000, 0.000, 0.000, 0.000, -0.004, 0.000, 0.000, 0.000, 0.000, 0.000, 0.001], "lumo_ev": [-0.506, 0.199], "spin_multiplicity": 3, "total_energy_ha": -7028.195612, "relative_energy_kcal_mol": 0.0, "largest_force_ev_per_a": 3.59, "s_squared": 2.07, "homo_energy_ev": [-6.95, -7.04]}

(2)
{"formula": "C2H2F2HgMgO", "method": "ωB97M-V/def2-TZVPD", "elements": ["F", "C", "C", "O", "H", "H", "Mg", "Hg", "F"], "xyz": [[-1.3878, 2.2232, 0.1321], [-0.8081, 0.2262, 0.4043], [0.3032, -0.2288, -0.2989], [1.5304, 0.1155, 0.1170], [-0.7888, 0.4181, 1.4904], [0.1504, -0.2863, -1.3947], [3.3853, 0.1109, -0.0987], [-1.4565, -2.4517, 0.0962], [-2.0433, -0.3420, -0.0299]], "atomic_forces_ev_per_a": [[0.81, -2.01, 0.08], [-2.40, 0.66, 1.00], [1.74, 2.79, -0.96], [-1.77, -1.10, -0.40], [-0.13, -0.02, -0.89], [0.14, -0.74, 0.57], [-0.19, 0.03, 0.04], [0.67, -3.60, 0.14], [1.13, 3.99, 0.42]], "mulliken_spin": [0.343, 0.094, 0.359, 0.182, -0.014, -0.002, 0.942, 0.092, 0.003], "lumo_ev": [-0.488, -2.001], "spin_multiplicity": 3, "total_energy_ha": -705.722529, "largest_force_ev_per_a": 4.17, "s_squared": 2.03, "homo_energy_ev": [-8.18, -8.43]}